No. 1
Below is a structure of composition C19H28FSiSn, with properties calculated with wB97M-V/def2-TZVPD.

XYZ file:
```
50
Properties=species:S:1:pos:R:3
C -2.97756 -3.97516 2.17863
Si -1.44101 -4.14494 1.09326
C -0.76336 -2.42527 0.74094
H -0.68589 -1.90738 5.50055
C -0.25294 -5.40102 1.74862
Sn 1.31683 -4.87771 3.27457
C 2.52499 -6.67799 3.31955
C 2.62363 -3.26285 2.70123
C 0.60891 -4.67732 5.30930
H -3.60008 -4.88306 2.10941
H -2.69050 -3.77667 3.22757
H -3.60111 -3.13700 1.82130
H -0.59105 -2.34661 -0.35175
H -1.52364 -1.66993 1.02020
H 0.16867 -2.20385 1.28817
H -0.78982 -6.23256 2.25157
H 0.36229 -5.82838 0.93086
H 3.39012 -6.51162 3.97433
H 1.92236 -7.50384 3.71367
H 2.86700 -6.91889 2.30691
H 3.04136 -2.77240 3.58760
H 3.44484 -3.69982 2.12054
H 2.09873 -2.52581 2.08819
H 1.45171 -4.41901 5.96294
H -0.16842 -3.91529 5.39697
H 0.21286 -5.64875 5.62566
F 2.25770 2.23281 7.92423
C 2.09278 1.01794 7.29218
C 3.16457 0.12920 7.23120
C 3.02346 -1.01750 6.43588
C 1.80206 -1.30614 5.82580
C 0.69478 -0.45453 5.99537
C -0.63754 -0.84781 5.38318
C -1.96922 -0.31109 5.89477
C -3.10245 -0.64503 5.13031
C -4.39462 -0.37256 5.59104
C -4.58282 0.25885 6.83008
C -3.46031 0.69895 7.54066
C -2.16368 0.38750 7.09777
C 0.86640 0.75434 6.67936
H 4.08375 0.34818 7.75945
H 3.85718 -1.71002 6.31444
H 1.70200 -2.20378 5.20723
H -0.58199 -0.67029 4.28773
H -2.96726 -1.14535 4.17381
H -5.25639 -0.66603 4.98837
H -5.58519 0.40531 7.23885
H -3.58175 1.27064 8.46238
H -1.32578 0.68502 7.72024
H 0.07590 1.50452 6.71305
```

LUMO level	2.59	eV
net charge	-1
energy relative to the best compared isomer or geometry (same formula, charge and spin)	25.1	kcal per mole

No. 2
Below is a structure of composition C19H28IMoO2, with properties calculated with wB97M-V/def2-TZVPD.

XYZ file:
```
51
Properties=species:S:1:pos:R:3
O -0.49398 -0.93817 0.23393
C -1.73935 -0.73049 -0.52026
C -2.62826 -0.77170 0.74573
H -1.89126 -1.58788 -1.17607
H -1.71449 0.21646 -1.06232
C -1.23690 -0.87663 1.50201
H -3.30365 -1.63078 0.79789
H -3.21587 0.14892 0.96045
C -0.88593 -2.12838 2.24627
H -0.93931 -3.02957 1.61819
H -1.60599 -2.17627 3.08694
H 0.16592 -2.06389 2.56854
C -1.16251 0.37352 2.38530
H -1.54720 1.29342 1.91394
H -0.18705 0.62414 2.80481
H -1.83603 0.16368 3.23568
Mo 1.53766 2.77467 0.05905
C 0.52693 4.58846 1.07187
C 0.83912 4.83376 -0.30614
C 0.02771 3.95731 -1.10501
H 1.46884 5.63099 -0.67599
C -0.72205 3.11763 -0.21582
C -0.43922 3.53535 1.12941
H -0.97924 3.22650 2.01382
H 0.82993 5.20911 1.90142
H -0.09218 4.01692 -2.16941
H -1.43310 2.35338 -0.51392
C 3.25751 3.17707 1.72794
C 2.38306 2.61163 2.72097
C 2.23224 1.21684 2.45481
H 1.98217 3.18152 3.56425
C 2.90171 0.92784 1.21824
C 3.62089 2.11507 0.79846
H 4.40279 2.21435 0.04982
H 3.80499 4.12698 1.76995
H 1.78967 0.45915 3.11791
H 3.00982 -0.03287 0.72062
O -0.34597 -2.87802 -1.88813
C -1.14973 -4.08031 -1.67152
C -1.21920 -4.95475 -2.96209
H -2.17254 -3.74790 -1.36467
H -0.76568 -4.73374 -0.86011
C -0.51038 -4.09111 -4.04091
H -2.26065 -5.17022 -3.23884
H -0.70465 -5.92195 -2.83039
C 0.10890 -2.90137 -3.25740
H -1.24233 -3.73078 -4.79320
H 0.25526 -4.68106 -4.56019
H -0.18785 -1.95802 -3.75808
H 1.20633 -3.00587 -3.24426
I 2.26112 1.72706 -2.20347
```

multiplicity	3
LUMO level (spin up / spin down)	-5.14 / -4.87	eV
net charge	+1
energy relative to the best compared isomer or geometry (same formula, charge and spin)	41.1	kcal per mole

Number 1: E -1344.36258 a.u., molar mass 422.2 g/mol. Number 2: E -1256.79861 a.u., molar mass 511.3 g/mol.